1.
The following is a quantum chemistry calculation of a structure of composition C31H26Cl2HgN5O4 at a distorted geometry, from the OMol25 dataset.

Values from the calculation:
orbital gap (alpha / beta) = 4.69 / 7.19 eV
charge = -2
2S+1 = 2

Last column: Löwdin charge in e.
CARTESIAN COORDINATES (ANGSTROEM)
Hg 0.181000 -0.374800 0.414700  1.230
C -2.267000 -1.627300 2.589300  -0.044
C -3.210300 -1.682000 1.428000  -0.218
C -4.163500 -2.681800 1.356900  -0.073
C -5.054500 -2.743700 0.300500  -0.117
C -4.992900 -1.786300 -0.693500  -0.082
C -4.048600 -0.773000 -0.662500  -0.215
C -4.011500 0.240000 -1.768600  -0.050
C -3.130400 -0.720300 0.403800  -0.221
N -2.099800 0.213300 0.422700  0.035
C -2.359200 1.518600 0.414300  -0.506
O -3.466100 2.057700 0.558200  -0.008
C -1.133400 2.373100 0.232700  -0.190
C -1.153600 3.741700 0.460200  -0.003
C 0.022300 4.461500 0.309100  -0.051
C 1.183300 3.793300 -0.061200  -0.001
C 1.124300 2.422300 -0.267700  -0.180
N -0.018400 1.752900 -0.148600  0.043
C 2.367000 1.621300 -0.579800  -0.509
O 3.391800 2.205000 -0.957800  -0.008
N 2.190900 0.316100 -0.421600  0.012
C 3.236900 -0.601900 -0.519700  -0.219
C 3.234700 -1.526200 -1.574400  -0.224
C 2.217800 -1.401300 -2.669400  -0.047
C 4.172800 -2.544800 -1.587700  -0.076
C 5.111300 -2.663100 -0.578000  -0.116
C 5.153800 -1.711400 0.426300  -0.073
C 4.240600 -0.670400 0.459400  -0.206
C 4.284400 0.362300 1.541100  -0.030
H -2.544700 -2.356800 3.350400  0.074
H -2.255100 -0.630700 3.031600  0.083
H -1.248300 -1.854900 2.260600  0.048
H -4.206500 -3.427300 2.141800  0.100
H -5.793600 -3.534000 0.255200  0.085
H -5.702500 -1.823300 -1.513800  0.094
H -4.715700 -0.023500 -2.557800  0.065
H -3.009100 0.319300 -2.191900  0.081
H -4.275000 1.220200 -1.372200  0.065
H -2.076900 4.203100 0.773700  0.108
H 0.040300 5.527100 0.498900  0.097
H 2.129900 4.299000 -0.179400  0.108
H 2.268100 -0.408900 -3.120800  0.078
H 1.209700 -1.522900 -2.264700  0.053
H 2.385000 -2.157300 -3.436700  0.069
H 4.147900 -3.269000 -2.392600  0.097
H 5.815500 -3.485500 -0.586700  0.085
H 5.905600 -1.774400 1.206000  0.097
H 5.081000 0.153600 2.254600  0.072
H 3.326500 0.386100 2.064300  0.069
H 4.441100 1.347900 1.102300  0.073
Cl 1.795300 1.916500 5.285600  0.553
C 0.922500 0.459000 4.811600  -1.029
Cl 1.786800 -0.974500 5.350500  0.565
C 0.687500 0.463500 3.248800  -0.838
O 1.015700 -0.579200 2.666300  -0.139
O 0.185400 1.484100 2.807500  -0.013
H -0.036900 0.482900 5.336100  0.057
N -0.279500 -7.981200 -0.178200  0.060
C -0.156500 -6.822800 -0.131800  -0.294
C -0.030900 -5.450200 -0.082700  -0.288
C -0.974700 -4.588900 -0.716900  -0.061
C -0.825200 -3.239300 -0.640300  -0.186
N 0.193600 -2.612100 0.014800  -0.093
C 1.103500 -3.433000 0.616200  -0.173
C 1.040300 -4.790800 0.593500  -0.059
H -1.805000 -5.013500 -1.264500  0.097
H -1.541600 -2.586000 -1.122300  0.094
H 1.911100 -2.927100 1.130600  0.099
H 1.803800 -5.380400 1.085800  0.097

Cartesian forces (eV/Å) of the 3 atoms listed first:
Hg -0.14 -1.67 0.20
C 0.18 0.00 -0.10
C 0.06 0.14 -0.02



2.
The following is a quantum chemistry calculation of a cluster of 6 separate species, C31H26Cl3F5 in total at a distorted geometry, from the OMol25 dataset.

Values from the calculation:
orbital gap = 9.51 eV
SMILES = ClC(Cl)Cl.Fc1ccccc1.Fc1ccccc1.Fc1ccccc1.Fc1ccccc1.Fc1ccccc1

Last column: Löwdin charge in e.
CARTESIAN COORDINATES (ANGSTROEM)
C 0.270785 -1.766011 0.114960  -1.520
Cl 2.007346 -1.987372 0.278509  0.573
Cl -0.335511 -2.091175 -1.514337  0.536
Cl -0.174977 -0.107973 0.457348  0.590
H -0.261127 -2.426994 0.794963  -0.006
F -0.437197 -4.290801 5.229752  0.072
C -0.656719 -4.520570 3.935727  -0.280
C 0.394483 -4.910132 3.109478  -0.021
C 0.189134 -5.216553 1.780292  -0.089
C -1.112161 -5.079781 1.288057  -0.104
C -2.144672 -4.657303 2.129899  -0.101
C -1.964968 -4.461186 3.468319  -0.020
H 1.372570 -5.020068 3.483330  0.103
H 1.003317 -5.637920 1.203906  0.110
H -1.319811 -5.352334 0.256499  0.105
H -3.167368 -4.665599 1.664738  0.117
H -2.825014 -4.288249 4.117091  0.124
F 3.683782 -0.033310 -3.545340  0.061
C 3.592973 0.924503 -2.599044  -0.306
C 4.539647 1.879767 -2.438613  -0.009
C 4.256849 2.898437 -1.528651  -0.095
C 3.096316 2.967873 -0.848756  -0.128
C 2.192695 1.970779 -0.973021  -0.099
C 2.458731 0.873628 -1.831253  -0.026
H 5.392017 1.955032 -3.075054  0.113
H 4.995530 3.690087 -1.354432  0.113
H 2.880530 3.747778 -0.071585  0.131
H 1.376803 1.888864 -0.297359  0.049
H 1.711466 0.081598 -1.964336  0.083
F 0.721295 0.700217 -4.800202  0.052
C 0.470944 1.898221 -4.210885  -0.290
C -0.541288 1.955915 -3.316289  -0.029
C -0.849099 3.178821 -2.657216  -0.059
C -0.023728 4.241707 -2.920021  -0.118
C 1.053033 4.176027 -3.768030  -0.084
C 1.311274 3.000042 -4.425810  -0.010
H -1.164605 1.073606 -3.158506  0.114
H -1.754747 3.304995 -2.041410  0.114
H -0.108863 5.152705 -2.407537  0.088
H 1.733093 4.992178 -3.977096  0.113
H 2.170900 2.907665 -5.025827  0.107
F 1.630624 4.168062 4.782961  0.039
C 2.282439 3.172223 4.112809  -0.259
C 3.577774 3.280879 3.637663  0.008
C 4.103000 2.126638 2.956646  -0.085
C 3.328602 1.068046 2.609502  -0.110
C 1.999475 1.004432 3.033847  -0.106
C 1.518601 2.032378 3.782684  -0.031
H 4.204337 4.113845 3.850032  0.100
H 5.117648 2.132425 2.649661  0.093
H 3.819594 0.354760 1.946059  0.103
H 1.319391 0.246035 2.675292  0.053
H 0.458488 2.019028 4.118411  0.129
F -4.072036 -3.770154 -0.843220  0.032
C -4.865519 -2.665185 -0.816142  -0.290
C -5.994980 -2.712362 -0.057096  -0.018
C -6.733082 -1.496643 0.105845  -0.086
C -6.358737 -0.351144 -0.548627  -0.115
C -5.263256 -0.390915 -1.407181  -0.084
C -4.491968 -1.546540 -1.556176  -0.007
H -6.272425 -3.687722 0.386160  0.127
H -7.680413 -1.626773 0.686030  0.117
H -7.019237 0.552743 -0.480959  0.120
H -4.954613 0.504247 -1.955167  0.108
H -3.687337 -1.475412 -2.231261  0.091

Cartesian forces (eV/Å) of the 3 atoms listed first:
C -0.39 0.03 -0.24
Cl -0.11 -0.20 -0.04
Cl 0.26 -0.48 -0.19



Calculated total energy values (in eV) by entry order: -77432.98713 -83722.04961.
Energy above the lowest of the compared OMol25 structures with the same formula, charge and spin values (in kJ/mol) by entry order: 28.0 0.0.